Record 1
C29H57BrCaFN4NaO8S as an isolated structure at a distorted geometry. Source: the OMol25 dataset; level of theory: ωB97M-V with the def2-TZVPD basis set.

Properties
F_max = 3.49 eV/Å
HOMO-LUMO gap = 1.3 eV

Positions of all 103 atoms, in Å:
C (-7.545, -0.740, 1.362)
C (-6.439, -0.388, 2.390)
C (-6.095, -1.671, 3.164)
C (-4.830, -1.560, 4.051)
C (-3.597, -2.154, 3.307)
C (-2.352, -1.276, 3.489)
C (-1.927, -1.154, 4.988)
C (-0.378, -1.023, 5.041)
C (0.130, 0.436, 4.925)
C (1.462, 0.420, 4.143)
C (1.203, 0.190, 2.630)
C (2.533, 0.342, 1.836)
C (2.613, 1.642, 0.996)
C (2.192, 1.504, -0.478)
O (2.986, 2.083, -1.448)
C (3.021, 3.514, -1.357)
C (2.036, 4.263, -2.260)
N (1.867, 3.690, -3.599)
C (1.117, 4.653, -4.416)
C (-0.409, 4.684, -4.092)
C (-1.185, 4.755, -5.427)
O (-0.831, 3.540, -3.373)
O (0.808, 2.029, -0.473)
C (-0.008, 0.976, -0.205)
O (-1.114, 1.049, 0.162)
O (0.660, -0.267, -0.368)
C (1.860, 0.112, -1.046)
S (1.179, 0.558, -2.804)
N (2.920, -0.802, -1.063)
C (3.455, -1.277, -2.144)
C (2.967, -2.614, -2.688)
C (4.583, -0.602, -2.859)
H (-8.259, -1.406, 1.859)
H (-7.136, -1.290, 0.510)
H (-8.092, 0.139, 1.013)
H (-6.846, 0.341, 3.097)
H (-5.586, 0.041, 1.853)
H (-6.948, -1.872, 3.825)
H (-5.999, -2.511, 2.468)
H (-5.005, -2.213, 4.912)
H (-4.658, -0.527, 4.360)
H (-3.839, -2.175, 2.232)
H (-3.420, -3.192, 3.607)
H (-1.517, -1.676, 2.903)
H (-2.603, -0.268, 3.130)
H (-2.519, -0.304, 5.512)
H (-2.219, -2.081, 5.499)
H (0.048, -1.660, 4.263)
H (-0.065, -1.381, 6.028)
H (-0.570, 1.036, 4.334)
H (0.304, 0.867, 5.906)
H (1.982, 1.387, 4.222)
H (2.149, -0.371, 4.467)
H (0.894, -0.854, 2.521)
H (0.428, 0.899, 2.323)
H (2.717, -0.579, 1.279)
H (3.334, 0.401, 2.578)
H (1.912, 2.351, 1.448)
H (3.597, 2.102, 1.126)
H (4.032, 3.808, -1.660)
H (2.889, 3.891, -0.338)
H (2.464, 5.275, -2.389)
H (1.048, 4.390, -1.813)
H (2.773, 3.606, -4.050)
H (1.276, 4.447, -5.480)
H (1.482, 5.686, -4.269)
H (-0.666, 5.601, -3.559)
H (-0.796, 3.964, -6.084)
H (-2.247, 4.584, -5.242)
H (-1.015, 5.706, -5.938)
H (-0.674, 2.801, -3.968)
H (0.448, -0.539, -3.222)
H (3.648, -3.067, -3.409)
H (1.925, -2.554, -3.046)
H (2.978, -3.295, -1.820)
H (5.030, 0.176, -2.245)
H (4.101, -0.088, -3.709)
H (5.293, -1.312, -3.286)
Na (0.366, -0.132, -4.863)
O (-0.058, -3.089, 1.001)
H (-0.303, -2.281, 0.546)
Ca (0.421, -3.060, -0.889)
C (3.556, -8.625, -0.162)
C (2.177, -8.317, -0.722)
C (2.236, -7.900, -2.192)
C (3.078, -6.702, -2.333)
N (3.750, -5.782, -2.445)
H (4.207, -7.704, -0.193)
H (3.486, -8.937, 0.878)
H (4.041, -9.430, -0.728)
H (1.726, -7.517, -0.126)
H (1.524, -9.192, -0.628)
H (1.233, -7.682, -2.567)
H (2.659, -8.696, -2.808)
C (-2.200, 7.742, -1.502)
N (-2.438, 8.835, -2.484)
O (-2.139, 9.961, -2.156)
O (-2.916, 8.511, -3.553)
H (-1.773, 8.167, -0.601)
H (-3.157, 7.274, -1.292)
H (-1.513, 7.039, -1.963)
Br (-2.074, 0.942, 7.031)
F (5.157, -6.617, 0.621)

***

Record 2
C17H25Cl5N7Rh as an isolated structure at a distorted geometry. Source: the OMol25 dataset; level of theory: ωB97M-V with the def2-TZVPD basis set.

Properties
Relative energy (zero: lowest compared OMol25 entry of this formula, charge and spin) = 1.4678 eV
F_max = 3.39 eV/Å
HOMO-LUMO gap = 7.7 eV
Total charge = +2

Positions of all 55 atoms, in Å:
Rh (-1.179, 0.458, 0.245)
C (-1.437, -2.355, 0.552)
C (-2.689, -2.206, -0.290)
N (-2.727, -0.834, -0.848)
C (-4.005, -0.088, -0.809)
C (-3.929, 1.079, 0.184)
N (-2.900, 0.802, 1.218)
C (-3.298, -0.287, 2.159)
C (-2.057, -1.003, 2.597)
N (-1.172, -1.174, 1.427)
H (-1.489, -3.255, 1.166)
H (-0.568, -2.448, -0.098)
H (-2.668, -2.958, -1.078)
H (-3.596, -2.396, 0.282)
H (-2.391, -0.868, -1.803)
H (-4.227, 0.330, -1.789)
H (-4.814, -0.778, -0.575)
H (-3.633, 1.997, -0.314)
H (-4.904, 1.252, 0.643)
H (-2.718, 1.655, 1.744)
H (-3.802, 0.132, 3.030)
H (-4.020, -0.926, 1.658)
H (-1.520, -0.387, 3.306)
H (-2.274, -1.958, 3.079)
H (-0.204, -1.255, 1.742)
Cl (0.033, 1.445, 3.582)
C (-0.075, 2.565, 2.261)
C (-0.599, 2.172, 1.046)
C (-0.637, 3.077, 0.030)
Cl (-1.286, 2.378, -1.461)
C (-0.186, 4.377, 0.123)
Cl (-0.260, 5.408, -1.233)
C (0.325, 4.781, 1.353)
Cl (0.886, 6.378, 1.546)
C (0.381, 3.876, 2.422)
Cl (1.023, 4.371, 3.920)
C (3.781, -2.038, -3.150)
C (4.702, -1.555, -2.034)
C (4.864, -2.609, -0.942)
C (4.264, -0.211, -1.458)
N (2.844, -0.203, -1.015)
C (1.747, 0.033, -1.711)
N (0.692, -0.157, -0.930)
N (1.231, -0.508, 0.271)
N (2.503, -0.538, 0.247)
H (4.204, -2.921, -3.628)
H (3.645, -1.284, -3.931)
H (2.798, -2.328, -2.764)
H (5.683, -1.349, -2.471)
H (3.934, -2.757, -0.385)
H (5.641, -2.330, -0.228)
H (5.144, -3.568, -1.378)
H (4.364, 0.590, -2.189)
H (4.841, 0.046, -0.573)
H (1.736, 0.326, -2.749)